Entry from OMol25: a structure of composition C16H25BClINO5 in a non-equilibrium geometry (ωB97M-V/def2-TZVPD).

```
50
Properties=species:S:1:pos:R:3:lowdin_charge:R:1
C 3.206 -1.614 2.049 -0.063
C 2.374 -1.959 0.692 -0.195
O 2.997 -1.320 -0.467 0.002
B 2.292 -0.120 -0.807 -0.469
O 1.317 -0.099 -1.886 0.121
C 2.473 1.310 0.003 0.057
C 3.800 2.058 -0.349 0.126
C 4.167 3.411 0.355 0.012
C 5.526 4.207 0.078 -0.525
O 6.637 3.686 -0.138 0.097
O 5.428 5.635 0.042 -0.619
I 6.075 6.366 1.807 1.049
C 3.097 3.900 1.391 0.073
C 1.807 3.068 1.652 0.073
N 1.492 1.818 0.963 -0.019
C 0.239 1.076 1.272 -0.096
C -0.970 2.019 1.806 -0.654
O -1.281 3.115 1.313 0.042
Cl -1.923 1.306 3.217 0.638
H 4.082 -2.349 2.114 0.092
H 2.529 -1.834 2.947 0.087
H 3.590 -0.537 2.064 0.078
H 1.254 -1.686 0.810 0.113
H 2.411 -3.088 0.517 0.142
H 1.649 -0.777 -2.524 0.133
H 4.557 1.620 -1.097 0.151
H 3.297 4.875 1.974 0.095
H 1.119 3.525 2.457 0.154
H -0.218 0.501 0.397 0.144
H 0.493 0.342 2.126 0.142
C -2.566 -1.751 0.936 -0.119
C -2.786 -2.745 -0.195 -0.260
C -2.571 -2.138 -1.583 -0.226
C -3.526 -1.000 -1.955 -0.229
C -5.013 -1.352 -1.906 -0.270
C -5.406 -2.447 -2.889 -0.109
H -3.276 -0.921 0.888 0.067
H -2.698 -2.243 1.903 0.078
H -1.552 -1.340 0.902 0.039
H -3.788 -3.176 -0.116 0.106
H -2.085 -3.577 -0.068 0.107
H -2.646 -2.936 -2.330 0.105
H -1.542 -1.762 -1.650 0.095
H -3.275 -0.657 -2.967 0.112
H -3.346 -0.142 -1.296 0.095
H -5.590 -0.451 -2.141 0.108
H -5.304 -1.646 -0.893 0.099
H -5.164 -2.155 -3.914 0.078
H -6.483 -2.631 -2.835 0.074
H -4.899 -3.389 -2.669 0.067
```

**Lowest unoccupied orbital energy**: -0.204 hartree
**Kohn-Sham gap**: 7.30 eV
**Highest occupied orbital energy**: -12.8 eV
**Charge**: +1
**E**: -1837.9833 hartree



Entry from OMol25: an isolated molecule of C4H4FNO in a non-equilibrium geometry (ωB97M-V/def2-TZVPD).

```
11
Properties=species:S:1:pos:R:3:lowdin_charge:R:1
C -2.493 0.273 -0.013 -0.055
C -1.060 0.042 -0.036 -0.437
C 0.008 1.056 0.072 0.064
C 1.138 0.244 0.020 -0.388
F 2.384 0.362 -0.075 0.216
O 0.749 -1.047 0.097 0.026
N -0.624 -1.166 -0.053 0.114
H -2.970 -0.226 -0.821 0.054
H -2.967 0.187 1.087 0.136
H -2.511 1.443 -0.427 0.132
H -0.201 2.185 0.178 0.139
```

**SMILES**: Cc1cc(F)on1
**Lowest unoccupied orbital energy**: 0.033 hartree
**Kohn-Sham gap**: 10.69 eV
**Highest occupied orbital energy**: -9.8 eV
**E**: -384.5851 hartree



Entry from OMol25: an isolated molecule of C2H6ClN3O in a non-equilibrium geometry (ωB97M-V/def2-TZVPD).

```
13
Properties=species:S:1:pos:R:3:lowdin_charge:R:1
N -1.661 -1.871 -0.166 -0.027
N -1.565 -0.446 -0.169 -0.036
C -0.402 0.002 0.175 -0.440
C 0.790 -0.884 0.413 -0.450
Cl 2.272 -0.025 -0.219 0.553
N -0.349 1.363 0.386 -0.048
O -1.428 2.056 -0.171 -0.073
H -2.402 -2.065 -0.834 0.070
H -2.085 -2.159 0.758 0.107
H 0.629 -1.835 -0.075 0.061
H 0.994 -1.020 1.494 0.091
H 0.512 1.703 0.000 0.078
H -2.156 1.315 -0.129 0.115
```

**SMILES**: N/N=C(\CCl)NO
**Lowest unoccupied orbital energy**: 0.032 hartree
**Kohn-Sham gap**: 9.69 eV
**Highest occupied orbital energy**: -8.8 eV
**E**: -779.4096 hartree



Entry from OMol25: a cluster of 10 separate species, C34H96N8O10 in total in a non-equilibrium geometry (ωB97M-V/def2-TZVPD).

```
148
Properties=species:S:1:pos:R:3:lowdin_charge:R:1
C 2.399 1.735 -1.391 -0.098
O 3.781 1.480 -1.220 -0.187
C 4.298 0.601 -2.177 -0.232
C 5.638 0.062 -1.701 -0.445
C 6.738 1.093 -1.541 -0.063
N 6.145 -1.003 -2.584 0.027
H 2.033 2.500 -0.708 0.080
H 1.876 0.802 -1.167 0.068
H 2.222 2.141 -2.394 0.095
H 3.651 -0.285 -2.311 0.109
H 4.290 1.045 -3.185 0.133
H 5.510 -0.406 -0.720 0.136
H 7.578 0.710 -0.971 0.077
H 6.319 1.954 -1.008 0.076
H 7.024 1.510 -2.510 0.080
H 5.372 -1.660 -2.720 0.060
H 6.272 -0.652 -3.534 0.070
C -2.173 -4.581 -4.725 -0.104
O -2.228 -3.178 -4.889 -0.199
C -0.948 -2.581 -4.940 -0.197
C -1.047 -1.201 -4.208 -0.420
C 0.346 -0.669 -3.955 -0.067
N -1.689 -1.354 -2.907 0.054
H -1.500 -5.068 -5.436 0.089
H -3.177 -4.991 -4.784 0.087
H -1.757 -4.797 -3.731 0.081
H -0.270 -3.201 -4.343 0.111
H -0.545 -2.356 -5.931 0.127
H -1.630 -0.548 -4.863 0.128
H 0.985 -1.354 -3.390 0.068
H 0.275 0.266 -3.396 0.066
H 0.920 -0.457 -4.862 0.085
H -1.048 -1.833 -2.276 0.043
H -2.536 -1.902 -2.996 0.080
C -2.961 -6.032 6.169 -0.131
O -1.990 -5.368 5.416 -0.173
C -2.063 -5.670 4.039 -0.215
C -1.508 -4.567 3.150 -0.415
C -2.290 -3.248 3.258 -0.047
N -1.572 -4.957 1.741 0.036
H -2.774 -5.921 7.236 0.087
H -2.936 -7.109 5.951 0.087
H -3.999 -5.716 6.006 0.089
H -1.531 -6.617 3.877 0.128
H -3.113 -5.814 3.748 0.124
H -0.459 -4.339 3.339 0.130
H -3.330 -3.452 2.984 0.079
H -1.940 -2.477 2.567 0.061
H -2.262 -2.777 4.240 0.081
H -1.180 -5.885 1.586 0.069
H -2.534 -5.116 1.441 0.090
C 2.811 0.811 1.918 -0.083
O 2.454 0.636 3.272 -0.238
C 3.361 -0.133 4.020 -0.201
C 3.476 -1.613 3.608 -0.441
C 2.053 -2.189 3.430 -0.054
N 4.188 -2.408 4.573 0.032
H 2.960 -0.091 1.314 0.081
H 3.797 1.293 1.947 0.102
H 2.113 1.440 1.372 0.077
H 4.355 0.346 3.985 0.125
H 3.138 -0.018 5.085 0.132
H 4.018 -1.689 2.663 0.130
H 2.104 -3.227 3.113 0.068
H 1.428 -1.555 2.803 0.054
H 1.606 -2.145 4.429 0.087
H 3.707 -2.527 5.458 0.075
H 5.102 -2.033 4.803 0.074
C 0.996 -7.279 0.121 -0.124
O 0.496 -6.057 -0.340 -0.203
C 1.327 -4.946 -0.065 -0.212
C 0.915 -3.702 -0.827 -0.407
C 1.872 -2.566 -0.475 -0.064
N -0.443 -3.250 -0.522 0.046
H 0.971 -7.343 1.221 0.086
H 2.035 -7.362 -0.221 0.089
H 0.437 -8.153 -0.214 0.087
H 1.185 -4.776 1.015 0.118
H 2.401 -5.146 -0.177 0.128
H 0.941 -3.836 -1.912 0.134
H 1.846 -2.277 0.578 0.061
H 1.554 -1.683 -1.034 0.043
H 2.908 -2.744 -0.775 0.082
H -0.669 -3.281 0.470 0.047
H -1.123 -3.928 -0.859 0.071
C -3.088 2.825 1.984 -0.088
O -2.963 2.973 3.388 -0.189
C -1.672 3.270 3.856 -0.211
C -0.627 2.184 3.630 -0.441
C -1.182 0.798 3.950 -0.049
N 0.562 2.414 4.462 0.043
H -4.064 2.420 1.725 0.078
H -2.347 2.081 1.678 0.056
H -2.931 3.750 1.424 0.092
H -1.381 4.243 3.434 0.124
H -1.764 3.434 4.934 0.128
H -0.305 2.251 2.582 0.116
H -1.886 0.496 3.166 0.056
H -1.722 0.810 4.894 0.089
H -0.395 0.052 3.833 0.062
H 1.331 1.807 4.164 0.037
H 0.875 3.368 4.295 0.070
C 0.073 5.390 -1.024 -0.109
O 1.068 5.672 -0.057 -0.195
C 1.140 7.031 0.348 -0.214
C 1.514 7.960 -0.821 -0.434
C 2.875 7.601 -1.394 -0.066
N 1.634 9.337 -0.274 0.023
H 0.418 5.563 -2.050 0.082
H -0.863 5.905 -0.802 0.094
H -0.042 4.303 -1.006 0.074
H 0.199 7.391 0.793 0.119
H 1.879 7.049 1.151 0.127
H 0.757 8.000 -1.604 0.131
H 2.842 6.661 -1.944 0.074
H 3.659 7.511 -0.639 0.083
H 3.176 8.403 -2.072 0.079
H 2.529 9.390 0.197 0.063
H 0.877 9.509 0.376 0.061
C -5.706 3.116 -5.306 -0.129
O -4.749 3.391 -4.319 -0.184
C -4.178 2.223 -3.734 -0.189
C -2.873 2.617 -3.075 -0.387
C -1.702 2.796 -4.032 -0.050
N -2.427 1.558 -2.144 0.041
H -5.302 2.674 -6.222 0.086
H -6.250 4.033 -5.518 0.086
H -6.446 2.384 -4.951 0.084
H -4.913 1.876 -3.001 0.115
H -4.008 1.434 -4.477 0.131
H -2.934 3.519 -2.464 0.141
H -1.916 3.456 -4.880 0.081
H -1.398 1.876 -4.536 0.062
H -0.855 3.236 -3.507 0.069
H -3.237 1.197 -1.632 0.055
H -2.114 0.709 -2.634 0.044
C -0.486 0.239 0.526 -0.172
O -0.528 1.507 -0.094 -0.162
H 0.083 0.300 1.454 0.052
H -1.498 -0.129 0.737 0.069
H -0.014 -0.527 -0.098 0.043
H -1.226 1.450 -0.790 0.022
C -4.917 -0.304 0.373 -0.123
O -4.981 0.766 -0.584 -0.150
H -5.771 -0.256 1.050 0.083
H -4.985 -1.228 -0.207 0.078
H -4.002 -0.259 0.961 0.062
H -5.849 1.170 -0.520 0.079
```

**SMILES**: COC[C@H](C)N.COC[C@H](C)N.COC[C@H](C)N.COC[C@H](C)N.COC[C@H](C)N.COC[C@H](C)N.COC[C@H](C)N.COC[C@H](C)N.CO.CO
**Lowest unoccupied orbital energy**: 0.016 hartree
**Kohn-Sham gap**: 8.81 eV
**Highest occupied orbital energy**: -8.4 eV
**E**: -2543.2645 hartree



Entry from OMol25: a cluster of 12 separate species, C36H66O18 in total in a non-equilibrium geometry (ωB97M-V/def2-TZVPD).

```
120
Properties=species:S:1:pos:R:3:lowdin_charge:R:1
O -1.424 -1.950 -2.780 0.097
C -0.655 -2.309 -3.657 -0.514
O -0.890 -2.158 -5.001 0.051
C 0.155 -2.828 -5.718 -0.111
C 0.822 -3.656 -4.686 -0.087
O 0.524 -2.972 -3.433 0.037
H -0.419 -3.402 -6.389 0.122
H 0.749 -2.092 -6.207 0.119
H 1.928 -3.750 -4.719 0.137
H 0.354 -4.621 -4.604 0.128
O 0.698 -3.338 4.078 0.150
C 1.801 -2.987 3.787 -0.530
O 2.933 -3.073 4.473 0.084
C 4.018 -2.526 3.835 -0.127
C 3.474 -2.100 2.484 -0.113
O 2.095 -2.446 2.557 0.038
H 4.443 -1.674 4.377 0.130
H 4.786 -3.339 3.811 0.147
H 3.812 -2.624 1.574 0.144
H 3.553 -1.068 2.248 0.069
O 3.848 -2.465 -5.848 0.102
C 3.634 -1.567 -5.038 -0.565
O 2.431 -0.919 -4.895 0.041
C 2.484 -0.054 -3.716 -0.122
C 3.894 -0.126 -3.236 -0.062
O 4.477 -1.158 -4.128 0.087
H 2.229 0.932 -3.998 0.080
H 1.758 -0.344 -3.018 0.100
H 4.011 -0.420 -2.192 0.114
H 4.358 0.898 -3.288 0.135
C -3.794 -4.845 -0.336 -0.021
C -2.589 -5.635 0.041 -0.508
C -1.248 -4.918 0.220 -0.015
O -2.551 -6.833 -0.009 0.072
H -3.627 -3.947 -0.961 0.086
H -4.218 -4.355 0.587 0.102
H -4.505 -5.512 -0.761 0.069
H -0.435 -5.534 0.587 0.078
H -1.319 -4.028 0.937 0.080
H -0.969 -4.543 -0.774 0.079
C -2.164 -1.664 2.953 -0.028
C -3.101 -1.887 4.100 -0.522
C -2.384 -2.077 5.428 -0.020
O -4.286 -1.818 4.086 0.083
H -1.505 -2.566 3.015 0.076
H -1.500 -0.832 3.165 0.076
H -2.647 -1.566 1.958 0.086
H -1.579 -2.793 5.433 0.061
H -3.106 -2.224 6.224 0.079
H -1.839 -1.138 5.641 0.090
C 1.702 3.756 -3.563 -0.012
C 2.110 3.394 -2.216 -0.478
C 1.876 4.413 -1.020 0.004
O 2.632 2.343 -1.954 0.058
H 2.530 3.708 -4.261 0.101
H 1.245 4.707 -3.707 0.073
H 1.008 2.978 -3.909 0.079
H 2.750 4.457 -0.400 0.068
H 0.988 4.014 -0.491 0.056
H 1.480 5.383 -1.414 0.084
C -5.510 -0.181 0.926 -0.019
C -5.834 0.654 -0.255 -0.473
C -5.947 -0.053 -1.607 -0.006
O -5.915 1.863 -0.101 0.045
H -5.658 -1.222 0.745 0.069
H -6.134 0.093 1.758 0.093
H -4.467 0.004 1.140 0.060
H -6.996 -0.269 -1.838 0.092
H -5.328 -0.937 -1.671 0.071
H -5.673 0.582 -2.426 0.062
C -2.531 1.505 -4.554 -0.007
C -1.267 1.203 -3.758 -0.445
C -1.323 1.532 -2.284 -0.008
O -0.259 0.803 -4.322 0.055
H -2.365 2.180 -5.418 0.095
H -3.288 2.011 -3.926 0.074
H -3.036 0.621 -4.920 0.080
H -1.643 0.685 -1.675 0.085
H -2.047 2.310 -2.048 0.057
H -0.345 1.797 -1.907 0.067
C 0.836 0.614 0.742 -0.002
C 1.291 -0.660 0.176 -0.495
C 0.271 -1.741 0.020 -0.001
O 2.456 -0.807 -0.093 0.041
H 0.506 0.376 1.760 0.087
H -0.061 1.007 0.202 0.075
H 1.603 1.409 0.603 0.095
H -0.212 -2.036 0.933 0.054
H 0.764 -2.631 -0.304 0.080
H -0.463 -1.421 -0.707 0.071
C -3.368 2.903 2.650 -0.007
C -2.825 2.473 1.273 -0.469
C -2.571 3.739 0.325 0.007
O -2.513 1.388 0.912 0.054
H -3.385 1.954 3.263 0.101
H -4.356 3.281 2.517 0.071
H -2.598 3.650 3.022 0.090
H -2.060 3.363 -0.571 0.047
H -2.065 4.552 0.790 0.053
H -3.544 4.135 0.180 0.065
C -0.042 2.598 3.594 -0.022
C 0.618 3.817 2.937 -0.434
C 1.469 4.643 3.920 -0.007
O 0.403 4.036 1.745 0.030
H -0.418 1.951 2.801 0.049
H -0.835 2.945 4.222 0.069
H 0.790 2.111 4.101 0.090
H 0.751 4.884 4.728 0.095
H 1.881 5.515 3.454 0.069
H 2.258 4.012 4.359 0.088
C 4.881 0.953 0.907 -0.018
C 5.177 1.118 2.354 -0.488
C 6.634 1.494 2.757 -0.012
O 4.336 0.989 3.221 0.035
H 5.793 0.854 0.315 0.083
H 4.381 1.887 0.611 0.095
H 4.131 0.169 0.632 0.064
H 6.852 1.224 3.778 0.071
H 6.556 2.589 2.689 0.089
H 7.407 1.179 2.051 0.074
```

**SMILES**: O=C1OCCO1.O=C1OCCO1.O=C1OCCO1.CC(C)=O.CC(C)=O.CC(C)=O.CC(C)=O.CC(C)=O.CC(C)=O.CC(C)=O.CC(C)=O.CC(C)=O
**Lowest unoccupied orbital energy**: 0.010 hartree
**Kohn-Sham gap**: 9.55 eV
**Highest occupied orbital energy**: -9.3 eV
**E**: -2765.6009 hartree



Question: Look up the highest occupied orbital energy of the second one.
Answer: -9.8 eV